Entry 1:
# C17H14ClN3O

A single C17H14ClN3O molecule (ωB97M-V with the def2-TZVPD basis set, the OMol25 dataset).

Element x y z (Å)
C1 -4.5887 -0.5930 0.4470
C2 -3.2637 -0.0574 0.0383
N1 -2.2663 -0.8470 -0.3199
N2 -1.2371 -0.0602 -0.6266
C3 -1.5516 1.2564 -0.4603
C4 -2.8669 1.2899 -0.0401
H1 -3.4447 2.1610 0.1909
C5 -0.6207 2.3871 -0.6452
O1 -0.8996 3.3698 -1.2979
N3 0.6022 2.2831 -0.0338
C6 1.0843 1.2913 0.8172
C7 0.2912 0.7139 1.8061
C8 0.7946 -0.2844 2.6183
C9 2.1052 -0.7073 2.4781
C10 2.9230 -0.1145 1.5321
C11 2.4152 0.8763 0.7134
Cl1 3.4415 1.6111 -0.4720
H2 3.9514 -0.4202 1.4221
H3 2.4975 -1.4882 3.1102
H4 0.1598 -0.7263 3.3705
H5 -0.7232 1.0573 1.9353
H6 1.2822 2.9711 -0.3399
C12 -0.0395 -0.6091 -1.1031
C13 0.6867 0.0292 -2.1021
C14 1.8800 -0.5206 -2.5331
C15 2.3429 -1.7047 -1.9840
C16 1.5992 -2.3542 -1.0122
C17 0.4068 -1.8137 -0.5716
H7 -0.1906 -2.3035 0.1805
H8 1.9514 -3.2846 -0.5932
H9 3.2784 -2.1251 -2.3208
H10 2.4471 -0.0229 -3.3051
H11 0.3156 0.9424 -2.5433
H12 -5.2574 0.2224 0.7085
H13 -4.4794 -1.2573 1.3024
H14 -5.0267 -1.1681 -0.3666

SMILES = Cc1cc(C(=O)Nc2ccccc2Cl)n(-c2ccccc2)n1
LUMO energy = 0.61 eV
Calculated total energy = -1355.941510 a.u.
HOMO energy = -8.78 eV
Molar mass = 311.77 g mol⁻¹

These are the Mulliken partial charges, in e, on atoms 1 to 2: C -1.229; C 0.722

***

Entry 2:
# C17H14ClNO4Pt

A molecular structure, C17H14ClNO4Pt in a non-equilibrium geometry (ωB97M-V with the def2-TZVPD basis set, the OMol25 dataset).

Element x y z (Å)
C1 -2.7733 -1.1229 -0.1721
C2 -2.0735 -1.1558 -1.4433
C3 -1.4581 0.1000 -1.6503
H1 -2.1251 -1.9879 -2.1571
C4 -1.8106 1.0191 -0.6413
C5 -2.6540 0.3544 0.3440
H2 -3.4156 0.7924 0.9947
H3 -3.5455 -1.7892 0.1999
H4 -0.7954 0.3681 -2.4755
H5 -1.5776 2.0807 -0.6158
Pt1 -1.3135 -0.8866 1.2567
Cl1 0.2897 -2.4798 1.7584
C6 2.8996 0.1522 -0.1677
C7 2.4077 1.4049 -0.6696
C8 1.9111 1.1829 -1.9921
H6 2.3959 2.3396 -0.1221
C9 2.1532 -0.1868 -2.3207
C10 2.8108 -0.8117 -1.2162
H7 3.1344 -1.8498 -1.1604
H8 3.2208 -0.0516 0.8547
H9 1.4158 1.9115 -2.6389
H10 1.9657 -0.6313 -3.2975
O1 -1.3930 2.2882 2.5421
C11 -0.6506 1.3792 2.8795
O2 -0.1121 0.4706 2.0656
C12 -0.2572 1.1953 4.3407
C13 0.6974 0.2496 4.7806
C14 0.9340 0.0334 6.1377
C15 0.1898 0.7429 7.0968
C16 -0.6879 1.7711 6.6807
C17 -0.8733 2.0037 5.3219
N1 0.3012 0.3690 8.4702
O3 1.0832 -0.5563 8.7940
O4 -0.4028 0.9669 9.3147
H11 1.2798 -0.3197 4.0596
H12 1.6799 -0.6822 6.4774
H13 -1.2075 2.3696 7.4272
H14 -1.5013 2.8304 4.9995

LUMO energy (spin up / spin down) = 3.11 / 3.12 eV
Calculated total energy = -1591.251226 a.u.
HOMO energy (spin up / spin down) = 0.03 / 0.03 eV
Molar mass = 526.83 g mol⁻¹
Spin multiplicity = 3
Net charge = -2

These are the Mulliken partial charges, in e, on atoms 1 to 2: C -0.425; C -0.624

***

Entry 3:
# C17H14CrF5N4OSeTe

A molecular structure, C17H14CrF5N4OSeTe in a non-equilibrium geometry (ωB97M-V with the def2-TZVPD basis set, the OMol25 dataset).

Element x y z (Å)
Cr1 0.4408 -0.0938 -0.3712
C1 0.6663 -3.4211 2.4132
C2 0.0023 -2.9002 3.5185
C3 -0.4538 -1.5981 3.4529
C4 -0.2600 -0.8579 2.2893
N1 0.3751 -1.3805 1.2110
C5 0.8348 -2.6259 1.2919
C6 -0.6728 0.5260 2.1277
C7 -1.3094 1.3262 3.0687
C8 -1.5262 2.6656 2.7751
C9 -1.1535 3.1671 1.5349
C10 -0.5880 2.3068 0.6015
N2 -0.3352 1.0179 0.9176
C11 -0.3063 2.5961 -0.7954
C12 -0.4232 3.8471 -1.3969
C13 -0.2040 3.9670 -2.7578
C14 0.0506 2.8176 -3.4963
C15 0.1501 1.6080 -2.8298
N3 0.0310 1.4992 -1.5134
H1 1.0562 -4.4263 2.4218
H2 -0.1459 -3.4910 4.4098
H3 -0.9435 -1.1401 4.2943
H4 1.3798 -2.9856 0.4295
H5 -1.6223 0.9199 4.0154
H6 -1.9863 3.3123 3.5067
H7 -1.3096 4.2058 1.2992
H8 -0.6493 4.7114 -0.7943
H9 -0.2284 4.9345 -3.2365
H10 0.2130 2.8498 -4.5619
H11 0.3606 0.6912 -3.3634
Se1 2.6766 0.5680 0.1928
C16 -1.6305 -2.5656 -2.8346
C17 -1.6726 -1.6247 -1.7715
N4 -1.6365 -0.8615 -0.9128
H12 -1.9536 -3.5437 -2.4886
H13 -0.5850 -2.6141 -3.1509
H14 -2.2466 -2.2457 -3.6717
F1 2.6373 1.4642 -2.4253
Te1 2.6510 -0.6055 -2.0676
F2 3.0465 -2.2763 -3.0168
F3 4.5472 -0.2843 -2.4465
F4 2.2838 -0.2611 -3.9876
F5 3.1479 -2.0665 -0.6774
O1 0.9081 -1.1460 -1.8791

LUMO energy (spin up / spin down) = -1.43 / -1.69 eV
Calculated total energy = -5163.785518 a.u.
HOMO energy (spin up / spin down) = -7.19 / -7.37 eV
Molar mass = 643.87 g mol⁻¹
Spin multiplicity = 4

These are the Mulliken partial charges, in e, on atoms 1 to 2: Cr -0.231; C -0.959

***

Entry 4:
# C17H14F5N7OReS2

A molecular structure, C17H14F5N7OReS2 in a non-equilibrium geometry (ωB97M-V with the def2-TZVPD basis set, the OMol25 dataset).

Element x y z (Å)
Re1 -0.4514 1.2572 -0.5856
N1 -3.0513 4.5731 -0.2318
C1 -1.9543 3.8315 -0.2988
S1 -1.7641 2.7858 -1.7493
N2 -1.0221 3.9462 0.6176
N3 -0.0211 3.0581 0.3260
C2 1.2012 3.3352 0.5676
C3 2.1717 2.4916 -0.1446
C4 3.5192 2.7090 -0.1261
C5 4.3291 1.9779 -0.9949
C6 3.7584 1.0389 -1.8332
C7 2.3931 0.8454 -1.7881
N4 1.6072 1.5647 -0.9696
H1 -3.7536 4.5374 -0.9478
H2 -3.1736 5.2159 0.5356
H3 1.4752 4.2127 1.1412
H4 3.9357 3.4482 0.5490
H5 5.3968 2.1584 -1.0223
H6 4.3569 0.4547 -2.5187
H7 1.9050 0.1149 -2.4154
C8 2.3749 -3.7076 -0.3004
C9 1.1094 -3.2676 0.4548
C10 0.2035 -2.4378 -0.4043
N5 0.3201 -1.1733 -0.6093
N6 -0.6550 -0.6518 -1.4454
C11 -1.5307 -1.5405 -1.8835
N7 -2.5877 -1.2504 -2.6240
S2 -1.1314 -3.1126 -1.3088
H8 3.0220 -4.2768 0.3658
H9 2.9311 -2.8397 -0.6596
H10 2.1293 -4.3420 -1.1537
H11 1.3735 -2.6661 1.3244
H12 0.5640 -4.1417 0.8107
H13 -2.7670 -0.3004 -2.9099
H14 -3.2254 -1.9629 -2.9368
F1 -1.6790 -3.3782 3.8569
C12 -1.7963 -2.3652 3.0158
C13 -2.9974 -2.1250 2.3808
F2 -4.0312 -2.9159 2.6138
C14 -3.1208 -1.0802 1.4845
F3 -4.2804 -0.8849 0.8585
C15 -2.0510 -0.2623 1.2097
O1 -2.1232 0.7536 0.2940
C16 -0.8685 -0.5291 1.8574
F4 0.2050 0.2528 1.5248
C17 -0.7101 -1.5601 2.7505
F5 0.4643 -1.7913 3.3227

LUMO energy (spin up / spin down) = -7.32 / -8.30 eV
Calculated total energy = -2488.159737 a.u.
HOMO energy (spin up / spin down) = -14.66 / -14.81 eV
Molar mass = 677.68 g mol⁻¹
Spin multiplicity = 4
Net charge = +2

These are the Mulliken partial charges, in e, on atoms 1 to 2: Re 1.095; N -0.331

***

Entry 5:
# C17H14N3O4

A gas-phase ion, C17H14N3O4 (charge -1) in a non-equilibrium geometry (ωB97M-V with the def2-TZVPD basis set, the OMol25 dataset).

Element x y z (Å)
C1 -0.5068 1.3809 -0.6954
C2 -0.4066 2.5354 -1.6700
N1 -1.5646 3.0872 -2.1643
O1 -1.5469 4.2054 -2.7556
O2 -2.6598 2.4470 -2.0034
C3 0.4428 1.6069 0.4984
C4 -0.0268 1.2104 1.7590
C5 0.8039 1.3228 2.8680
C6 2.0812 1.8643 2.7348
C7 2.4992 2.3753 1.5041
C8 1.6641 2.2629 0.3804
H1 -1.5401 1.3449 -0.3288
H2 0.4286 3.2343 -1.5864
H3 -1.0379 0.8052 1.8284
H4 0.4362 0.9797 3.8372
H5 2.7279 1.9688 3.6028
H6 3.4605 2.8622 1.3908
H7 1.9978 2.6786 -0.5733
C9 -1.1145 -0.0464 -2.6889
C10 -0.1974 0.1104 -1.4347
C11 1.1856 0.3041 -1.8955
N2 2.2608 0.4741 -2.3144
C12 -0.2855 -1.1988 -0.5577
C13 -1.5162 -1.8729 -0.3691
C14 -1.5955 -3.0291 0.3979
C15 -0.4423 -3.5404 1.0115
N3 -0.5482 -4.6294 1.9241
O3 0.4972 -5.0318 2.4882
O4 -1.6815 -5.1235 2.1372
C16 0.7896 -2.9057 0.8086
C17 0.8640 -1.7477 0.0291
H8 -1.9028 -0.7664 -2.4764
H9 -1.6016 0.8935 -2.9440
H10 -0.5102 -0.3897 -3.5421
H11 -2.4337 -1.5130 -0.8515
H12 -2.5383 -3.5469 0.5261
H13 1.6777 -3.3271 1.2594
H14 1.8403 -1.2857 -0.1347

SMILES = C[C@](C#N)(c1ccc([N+](=O)[O-])cc1)[C@H](C=[N+]([O-])[O-])c1ccccc1
LUMO energy = 1.13 eV
Calculated total energy = -1121.292227 a.u.
HOMO energy = -3.95 eV
Molar mass = 324.32 g mol⁻¹
Net charge = -1

These are the Mulliken partial charges, in e, on atoms 1 to 2: C -0.079; C -1.469

***

Entry 6:
# C17H14N4O2S

A single C17H14N4O2S molecule in a non-equilibrium geometry (ωB97M-V with the def2-TZVPD basis set, the OMol25 dataset).

Element x y z (Å)
O1 -4.8817 0.0216 -0.0050
C1 -4.2832 0.0832 1.0322
O2 -4.2776 1.1715 1.8090
H1 -4.7983 1.8845 1.4061
C2 -3.4021 -1.0085 1.6113
C3 -2.0563 -0.8417 0.9832
C4 -1.0262 -0.0211 1.3559
N1 0.0186 0.0218 0.4793
C5 -0.1854 -0.7391 -0.5404
N2 0.7152 -0.8986 -1.5445
N3 0.4095 -1.6483 -2.5976
C6 1.1914 -1.8118 -3.5909
C7 2.5413 -1.2927 -3.8130
C8 2.9200 -0.8973 -5.0992
C9 4.1958 -0.4031 -5.3001
N4 5.0965 -0.2921 -4.3367
C10 4.7538 -0.6891 -3.1240
C11 3.5033 -1.1926 -2.8037
H2 3.3063 -1.5471 -1.8026
H3 5.5229 -0.5992 -2.3679
H4 4.5203 -0.0807 -6.2808
H5 2.2188 -0.9676 -5.9169
H6 0.7601 -2.3954 -4.3935
H7 1.5624 -0.3338 -1.4914
S1 -1.7079 -1.6001 -0.5500
C12 -0.9582 0.7969 2.5713
C13 -0.5882 2.1342 2.4686
C14 -0.5198 2.9278 3.5982
C15 -0.8106 2.3938 4.8423
C16 -1.1566 1.0575 4.9537
C17 -1.2286 0.2606 3.8262
H8 -1.4662 -0.7889 3.9230
H9 -1.3659 0.6326 5.9247
H10 -0.7590 3.0145 5.7246
H11 -0.2377 3.9668 3.5087
H12 -0.3587 2.5409 1.4955
H13 -3.3485 -0.8779 2.6901
H14 -3.8198 -1.9816 1.3546

SMILES = O=C(O)Cc1sc(N/N=C\c2ccncc2)nc1-c1ccccc1
LUMO energy = -0.06 eV
Calculated total energy = -1423.907316 a.u.
HOMO energy = -7.90 eV
Molar mass = 338.39 g mol⁻¹

These are the Mulliken partial charges, in e, on atoms 1 to 2: O -0.576; C 0.599